Entry 1:
Molecular formula: C8H19F2N3O6S
Method: DFT, ωB97M-V with the def2-TZVPD basis set

Last column: Löwdin charge in e.
CARTESIAN COORDINATES (ANGSTROEM)
S -1.01 1.94 -0.59  0.994
F 2.26 2.78 -0.24  0.042
F -1.25 -0.48 0.12  -0.094
O -5.28 3.99 4.10  0.029
O -2.07 2.23 0.33  -0.374
O 4.77 -1.31 -1.08  0.026
O -3.25 -5.11 -1.68  0.033
O -1.13 0.32 -1.05  -0.252
O 0.31 1.85 0.31  -0.262
N -4.05 3.38 2.31  0.156
N 6.62 -1.15 0.20  0.158
N -3.49 -3.13 -0.64  0.157
C -5.15 3.91 2.89  -0.605
C 2.27 0.46 0.20  0.007
C 1.54 1.63 -0.39  -0.460
C -6.22 4.42 1.95  -0.012
C -2.74 -4.10 -1.23  -0.602
C 6.80 -2.21 -1.98  -0.006
C -1.26 -3.84 -1.30  -0.005
C 5.96 -1.52 -0.93  -0.591
H 7.59 -1.32 0.35  0.096
H -3.33 3.02 2.91  0.106
H -3.93 3.30 1.32  0.064
H -6.38 5.48 2.14  0.083
H -0.95 -3.85 -2.34  0.087
H 1.61 -0.41 0.21  0.091
H 6.09 -0.69 0.93  0.108
H -0.74 -4.65 -0.78  0.086
H 2.55 0.72 1.22  0.101
H -5.95 4.29 0.90  0.068
H -0.97 -2.89 -0.85  0.051
H -3.09 -2.29 -0.27  0.078
H -4.48 -3.27 -0.57  0.107
H 6.75 -1.63 -2.90  0.087
H 7.84 -2.32 -1.69  0.071
H 1.34 1.52 -1.47  0.142
H 3.17 0.24 -0.38  0.065
H -7.15 3.90 2.15  0.083
H 6.38 -3.19 -2.17  0.087

As for the charge: 0. Its frontier orbital gap is 8.7281 eV. For the HOMO energy, the calculation gives -0.3486 hartree.

=====

Entry 2:
Molecular formula: C26H28N2SSi2Tc
Method: DFT, ωB97M-V with the def2-TZVPD basis set

Last column: Löwdin charge in e.
CARTESIAN COORDINATES (ANGSTROEM)
Tc 0.76 -0.12 0.01  0.869
S 2.77 0.69 1.14  0.607
Si -0.58 -1.45 1.50  0.481
Si -0.77 1.31 1.39  0.475
N 2.60 -0.45 -1.15  -0.090
N 0.17 1.30 -1.37  -0.072
C 0.25 3.51 -2.26  -0.048
C -1.23 0.62 3.09  -0.305
C 3.49 0.19 -0.36  -0.749
C -1.03 -0.77 3.18  -0.310
C -0.98 -0.51 -2.37  -0.197
C 0.06 2.96 1.82  -0.221
C -1.02 -3.25 -2.65  -0.087
C -1.70 -1.10 -3.41  -0.041
C 4.79 0.41 -0.79  -0.089
C -1.74 -2.47 -3.55  -0.091
C -1.74 -0.74 5.48  -0.093
C -0.34 -2.66 -1.59  -0.154
C -1.95 0.63 5.40  -0.090
C -2.04 -2.55 1.03  -0.178
C -1.19 1.88 -3.23  -0.002
C 0.67 2.55 -1.37  -0.139
C -2.37 1.80 0.51  -0.197
C 5.16 -0.05 -2.04  -0.067
C 2.95 -0.87 -2.36  -0.116
C -1.29 -1.44 4.37  -0.095
C -0.71 0.93 -2.33  -0.219
C -0.32 -1.27 -1.38  -0.235
C 1.07 -2.41 1.56  -0.208
C 4.23 -0.69 -2.85  -0.069
C -1.70 1.31 4.21  -0.089
C -0.72 3.18 -3.20  -0.050
H 4.50 -1.05 -3.83  0.101
H -1.92 1.58 -3.97  0.108
H -2.22 -0.48 -4.14  0.100
H -1.15 -2.52 4.44  0.101
H 2.18 -1.36 -2.94  0.115
H -1.93 -1.25 6.41  0.098
H 6.18 0.11 -2.39  0.109
H 1.41 -2.85 0.62  0.009
H 0.97 2.79 2.40  0.013
H -1.87 2.38 4.16  0.097
H 0.68 4.50 -2.22  0.110
H 0.31 3.58 0.96  0.003
H -2.87 0.93 0.09  0.023
H -2.30 1.18 6.26  0.099
H 1.41 2.76 -0.61  0.090
H -1.01 -4.33 -2.76  0.103
H -1.76 -3.43 0.45  0.020
H 0.19 -3.31 -0.91  0.075
H 0.85 -3.25 2.24  0.049
H 5.49 0.92 -0.14  0.105
H -2.74 -1.97 0.42  0.037
H 1.88 -1.84 2.01  -0.005
H -3.06 2.28 1.21  0.030
H -2.18 2.51 -0.31  0.017
H -0.63 3.54 2.44  0.025
H -2.56 -2.86 1.93  0.029
H -1.09 3.91 -3.89  0.111
H -2.29 -2.93 -4.35  0.099

As for the charge: 0. As for the spin multiplicity: 2. Its frontier orbital gap (spin up / spin down) is 7.6944 / 7.1854 eV. For the HOMO energy (spin up / spin down), the calculation gives -0.2799 / -0.2710 hartree. The energy above the lowest of the compared OMol25 structures with the same formula, charge and spin is 0.0 kcal per mole.

=====

Entry 3:
Molecular formula: C3H7EuO3
Method: DFT, ωB97M-V with the def2-TZVPD basis set

Last column: Löwdin charge in e.
CARTESIAN COORDINATES (ANGSTROEM)
Eu -2.17 -0.34 -0.69  1.609
O -0.30 0.77 0.51  -0.344
O -0.78 -2.16 -0.86  -0.591
O -2.09 1.80 -0.35  -0.429
C -0.94 2.09 0.28  -0.424
C 0.53 -2.50 -0.62  -0.336
C 1.03 0.64 0.81  -0.040
H 1.14 -1.48 0.01  0.095
H 1.13 -2.54 -1.55  0.041
H 1.34 1.31 1.62  0.068
H -1.05 2.52 1.29  0.119
H 0.67 -3.45 -0.08  0.049
H -0.22 2.68 -0.31  0.118
H 1.70 0.66 -0.06  0.065

As for the charge: 0. As for the spin multiplicity: 9. Its frontier orbital gap (spin up / spin down) is 6.6970 / 7.3736 eV. For the HOMO energy (spin up / spin down), the calculation gives -0.2677 / -0.2921 hartree.

=====

Electronic energy
In order: -41627.453; -59187.856; -28692.149
Unit: eV